Record 1
DFT (the ωB97M-V functional and the def2-TZVPD basis) results for a structure of composition C20H15BLiN3O11.

Last column: Mulliken charge in e.
Positions of all 51 atoms, in Å:
Li -1.371 -0.721 0.185  1.045
C -1.353 -3.147 0.557  0.539
O -1.570 -4.392 0.363  -0.890
O -2.282 -2.364 1.012  -0.837
O -0.240 -2.549 0.233  -0.683
O 0.742 0.088 -0.333  -0.310
C 1.554 -0.107 -1.192  0.692
O 1.472 0.337 -2.441  -0.571
B 2.643 -0.112 -3.222  1.174
O 3.554 -0.681 -2.200  -0.600
C 2.928 -0.758 -1.035  0.269
O 3.387 -1.209 -0.031  -0.554
O 2.313 -1.063 -4.280  -0.517
C 2.806 -0.690 -5.437  0.616
O 2.625 -1.257 -6.478  -0.634
C 3.401 0.733 -5.228  0.590
O 3.243 1.039 -3.971  -0.474
O 3.774 1.452 -6.118  -0.640
N -1.913 0.124 -1.777  -0.055
C -1.856 -0.956 -2.592  -0.152
C -2.254 -0.874 -3.912  -0.660
C -2.836 0.293 -4.377  -0.144
C -3.106 1.328 -3.495  -0.759
C -2.533 1.211 -2.232  -0.188
H -1.317 -1.813 -2.199  0.401
H -2.164 -1.700 -4.605  0.388
H -3.105 0.303 -5.428  0.358
H -3.629 2.222 -3.804  0.345
H -2.691 1.871 -1.379  0.404
N -1.720 0.703 1.531  0.078
C -1.140 1.908 1.465  -0.114
C -1.094 2.780 2.537  -1.002
C -1.951 2.505 3.578  -0.149
C -2.625 1.305 3.702  -0.776
C -2.429 0.425 2.626  -0.172
H -0.549 2.157 0.590  0.405
H -0.551 3.715 2.525  0.427
H -2.100 3.196 4.409  0.322
H -3.266 1.081 4.538  0.452
H -2.913 -0.546 2.648  0.374
N 1.673 -1.207 2.703  -0.139
C 2.891 -0.965 3.235  -0.355
C 3.069 -0.318 4.417  -0.418
C 1.951 0.025 5.181  -0.370
C 0.711 -0.232 4.646  -0.527
C 0.596 -0.902 3.402  -0.127
H 3.695 -1.297 2.589  0.404
H 4.087 -0.119 4.738  0.339
H 1.975 0.338 6.218  0.359
H -0.184 -0.045 5.229  0.386
H -0.343 -1.116 2.906  0.450

Properties
**LUMO level**: 4.09 eV
**Total charge**: -2
**Maximum force**: 0.03956 Eh/bohr
**DFT total energy**: -1795.78054 a.u.
**Energy relative to the best compared isomer or geometry (same formula, charge and spin)**: 46.2 kJ/mol

Record 2
DFT (the ωB97M-V functional and the def2-TZVPD basis) results for the molecule C5H4BrClOS2.

Last column: Mulliken charge in e.
Positions of all 14 atoms, in Å:
C -0.226 -1.939 -0.375  -0.539
C -1.568 0.011 -0.160  -0.248
C -1.371 -1.367 -0.028  0.568
C 2.087 -0.984 0.533  0.139
C -1.012 2.105 -0.093  -0.532
O -0.822 0.843 0.498  -0.157
S 1.344 -1.145 -0.939  -0.050
S 3.307 -0.226 1.160  0.018
Cl 4.575 1.060 0.116  -0.267
Br -2.828 -2.435 0.394  -0.135
H -0.275 -3.030 -0.545  0.422
H -0.870 2.771 0.751  0.218
H -2.072 2.087 -0.457  0.319
H -0.268 2.251 -0.856  0.245

Properties
**LUMO level (spin up / spin down)**: -0.15 / -1.58 eV
**Maximum force**: 0.05955 Eh/bohr
**DFT total energy**: -4098.49387 a.u.
**2S+1**: 3

Record 3
DFT (the ωB97M-V functional and the def2-TZVPD basis) results for a structure of composition C23H35N5OS2SbTi.

Last column: Mulliken charge in e.
Positions of all 68 atoms, in Å:
Ti 0.635 -0.322 -0.402  -0.105
N 2.051 -1.497 -4.490  -0.594
C 1.814 -1.075 -3.174  0.629
S 0.473 0.000 -2.949  -0.589
N 2.623 -1.501 -2.274  -1.001
N 2.522 -0.903 -1.030  0.095
C 2.545 -1.730 0.016  -1.225
C 2.119 -3.132 -0.095  0.754
C 2.879 -4.242 0.235  -0.540
C 2.361 -5.526 0.103  -0.657
C 1.061 -5.689 -0.359  -0.496
C 0.270 -4.593 -0.665  -0.895
C 0.769 -3.289 -0.518  0.371
O 0.021 -2.226 -0.726  0.432
H 1.196 -1.603 -5.012  0.240
H 2.633 -2.322 -4.519  0.254
H 2.926 -1.361 0.959  0.633
H 3.898 -4.103 0.581  0.408
H 2.966 -6.390 0.350  0.359
H 0.655 -6.689 -0.473  0.379
H -0.754 -4.717 -1.002  0.345
C 0.233 3.709 0.934  -0.978
C 1.595 3.131 0.517  -1.049
N 1.538 2.244 -0.646  0.643
C 1.489 2.949 -1.924  -1.181
C 0.182 3.659 -2.291  -0.720
S -1.386 2.733 -2.167  -0.037
C -2.257 3.690 -0.888  -0.975
C -2.136 3.130 0.542  0.043
N -0.804 2.714 0.864  0.429
H -0.045 4.541 0.286  0.457
H 0.360 4.151 1.935  0.452
H 1.987 2.553 1.350  0.072
H 2.284 3.973 0.348  0.519
H 2.383 1.678 -0.656  0.206
H 1.701 2.215 -2.695  0.420
H 2.272 3.724 -1.969  0.398
H 0.283 3.961 -3.335  0.496
H 0.050 4.576 -1.719  0.302
H -3.313 3.707 -1.166  0.501
H -1.913 4.723 -0.948  0.490
H -2.779 2.254 0.625  -0.357
H -2.551 3.891 1.230  0.289
H -0.732 1.999 1.570  -0.163
C -4.339 0.194 0.345  -1.547
Sb -2.453 -0.712 -0.235  0.736
C -2.724 -2.470 0.970  -1.391
C -3.085 -1.507 -2.119  -1.259
H -5.152 -0.533 0.293  0.352
H -4.583 1.041 -0.302  0.405
H -4.255 0.551 1.375  0.446
H -3.196 -3.260 0.384  0.445
H -3.355 -2.243 1.831  0.426
H -1.748 -2.816 1.305  0.291
H -3.744 -2.366 -1.992  0.389
H -2.178 -1.802 -2.646  0.225
H -3.598 -0.738 -2.699  0.365
C 1.046 0.526 4.715  -0.512
C 2.137 0.661 3.866  -0.846
C 1.994 0.427 2.503  -0.115
C 0.776 0.069 1.896  0.609
C -0.293 -0.059 2.801  0.062
C -0.175 0.158 4.173  -0.829
H 1.150 0.700 5.780  0.352
H 3.105 0.945 4.268  0.360
H 2.883 0.547 1.885  0.491
H -1.276 -0.342 2.432  0.085
H -1.041 0.037 4.817  0.407

Properties
**LUMO level (spin up / spin down)**: 2.60 / 2.60 eV
**Total charge**: -1
**Maximum force**: 0.01523 Eh/bohr
**DFT total energy**: -3132.55289 a.u.
**2S+1**: 3
**Energy relative to the best compared isomer or geometry (same formula, charge and spin)**: 132.7 kJ/mol

Record 4
DFT (the ωB97M-V functional and the def2-TZVPD basis) results for a structure of composition C34H57N3O2PdSSi.

Last column: Mulliken charge in e.
Positions of all 99 atoms, in Å:
O 2.141 -2.262 -1.786  -0.066
O 0.775 -0.786 -2.991  1.379
C 3.316 -2.278 -0.986  -0.021
C 3.739 -3.679 -0.608  -1.339
H 3.132 -1.662 -0.067  0.083
H 4.081 -1.779 -1.589  0.425
H 3.266 -3.969 0.354  0.254
H 4.818 -3.700 -0.461  0.440
H 3.475 -4.410 -1.386  0.233
C 0.965 -2.883 -1.186  1.461
C 0.194 -3.649 -2.193  -1.544
H 0.362 -2.089 -0.735  -0.759
H 1.281 -3.532 -0.385  0.258
H -0.249 -3.009 -2.999  0.043
H -0.647 -4.175 -1.686  0.329
H 0.824 -4.424 -2.697  0.358
C -0.442 -0.369 -3.693  -0.766
C 1.834 -0.839 -3.984  -0.022
C -1.642 -0.738 -2.881  -0.469
H -0.417 -0.872 -4.657  0.363
H -0.333 0.714 -3.899  0.348
H -1.851 -1.793 -3.012  0.476
H -2.481 -0.137 -3.270  0.423
H -1.521 -0.527 -1.810  -0.434
C 1.759 -2.129 -4.719  -1.274
H 2.792 -0.682 -3.473  -0.225
H 1.669 -0.006 -4.680  0.503
H 1.800 -2.991 -4.052  0.135
H 2.597 -2.187 -5.417  0.455
H 0.825 -2.187 -5.298  0.384
H 0.976 -0.567 -1.935  -1.458
N -0.673 -0.280 2.844  2.250
C -1.521 0.134 3.786  0.732
C -2.340 1.247 3.672  -2.197
C -2.642 1.974 2.535  0.714
C -1.643 -0.683 5.054  -1.779
H -0.653 -0.933 5.458  0.243
H -2.216 -1.603 4.878  0.237
H -2.177 -0.065 5.783  0.495
C -3.821 2.923 2.564  -1.605
H -4.560 2.719 1.773  0.254
H -3.506 3.972 2.477  0.219
H -4.324 2.801 3.531  0.477
N -1.911 1.895 1.418  1.878
C -0.258 -1.627 2.733  -1.241
C 0.993 -2.052 3.225  1.518
C 1.854 -1.123 4.014  -1.336
C 1.379 -3.373 3.019  -0.981
H 2.355 -3.705 3.390  0.433
C 0.523 -4.278 2.382  -0.983
H 0.837 -5.305 2.218  0.427
C -0.762 -3.867 1.977  -0.802
H -1.456 -4.576 1.523  0.448
C -1.158 -2.553 2.159  1.954
C -2.554 -2.155 1.828  -1.776
C -2.202 2.650 0.269  -0.748
C -1.529 3.870 0.087  1.416
C -0.812 4.496 1.231  -1.551
C -1.517 4.436 -1.199  -0.725
H -0.962 5.341 -1.383  0.449
C -2.222 3.801 -2.246  -1.146
H -2.194 4.218 -3.237  0.421
C -2.992 2.644 -2.003  -0.659
H -3.547 2.175 -2.801  0.487
C -3.033 2.079 -0.731  0.472
C -3.818 0.837 -0.448  -1.062
Pd 0.060 1.060 1.320  -0.835
H 2.576 -1.692 4.621  0.457
H 1.251 -0.506 4.699  0.182
H 2.434 -0.440 3.373  0.050
H -2.616 -1.139 1.398  -0.087
H -3.216 -2.180 2.716  0.287
H -2.971 -2.866 1.095  0.474
H -0.120 5.287 0.896  0.456
H -0.216 3.742 1.796  0.264
H -1.514 4.947 1.956  0.312
H -4.346 0.886 0.518  0.338
H -3.178 -0.056 -0.428  -0.088
H -4.569 0.670 -1.231  0.459
H -2.871 1.552 4.585  0.187
C 0.952 0.312 -0.617  1.458
Si 1.987 1.732 -1.308  0.187
H -0.195 0.347 -0.580  0.460
H 1.446 -0.553 0.011  -0.316
C 3.822 1.179 -1.564  -1.243
C 2.174 3.337 -0.324  -1.037
C 1.373 2.459 -2.945  -0.766
H 1.769 3.482 -3.002  0.477
H 0.284 2.529 -2.981  -0.147
H 1.731 1.925 -3.844  0.354
H 4.271 0.974 -0.580  0.297
H 4.347 2.034 -2.032  0.363
H 3.935 0.289 -2.211  0.267
H 2.859 3.192 0.546  0.292
H 1.195 3.712 0.028  0.080
H 2.622 4.078 -1.027  0.394
S 1.830 1.964 2.736  -0.447
C 0.803 2.467 3.954  0.705
N 0.113 2.842 4.828  -0.742

Properties
**LUMO level (spin up / spin down)**: 0.36 / -1.07 eV
**Maximum force**: 0.06609 Eh/bohr
**DFT total energy**: -2459.90459 a.u.
**2S+1**: 3
**Energy relative to the best compared isomer or geometry (same formula, charge and spin)**: 278.5 kJ/mol

What did the third record say?
DFT (the ωB97M-V functional and the def2-TZVPD basis) results for a structure of composition C23H35N5OS2SbTi.

Last column: Mulliken charge in e.
Positions of all 68 atoms, in Å:
Ti 0.635 -0.322 -0.402  -0.105
N 2.051 -1.497 -4.490  -0.594
C 1.814 -1.075 -3.174  0.629
S 0.473 0.000 -2.949  -0.589
N 2.623 -1.501 -2.274  -1.001
N 2.522 -0.903 -1.030  0.095
C 2.545 -1.730 0.016  -1.225
C 2.119 -3.132 -0.095  0.754
C 2.879 -4.242 0.235  -0.540
C 2.361 -5.526 0.103  -0.657
C 1.061 -5.689 -0.359  -0.496
C 0.270 -4.593 -0.665  -0.895
C 0.769 -3.289 -0.518  0.371
O 0.021 -2.226 -0.726  0.432
H 1.196 -1.603 -5.012  0.240
H 2.633 -2.322 -4.519  0.254
H 2.926 -1.361 0.959  0.633
H 3.898 -4.103 0.581  0.408
H 2.966 -6.390 0.350  0.359
H 0.655 -6.689 -0.473  0.379
H -0.754 -4.717 -1.002  0.345
C 0.233 3.709 0.934  -0.978
C 1.595 3.131 0.517  -1.049
N 1.538 2.244 -0.646  0.643
C 1.489 2.949 -1.924  -1.181
C 0.182 3.659 -2.291  -0.720
S -1.386 2.733 -2.167  -0.037
C -2.257 3.690 -0.888  -0.975
C -2.136 3.130 0.542  0.043
N -0.804 2.714 0.864  0.429
H -0.045 4.541 0.286  0.457
H 0.360 4.151 1.935  0.452
H 1.987 2.553 1.350  0.072
H 2.284 3.973 0.348  0.519
H 2.383 1.678 -0.656  0.206
H 1.701 2.215 -2.695  0.420
H 2.272 3.724 -1.969  0.398
H 0.283 3.961 -3.335  0.496
H 0.050 4.576 -1.719  0.302
H -3.313 3.707 -1.166  0.501
H -1.913 4.723 -0.948  0.490
H -2.779 2.254 0.625  -0.357
H -2.551 3.891 1.230  0.289
H -0.732 1.999 1.570  -0.163
C -4.339 0.194 0.345  -1.547
Sb -2.453 -0.712 -0.235  0.736
C -2.724 -2.470 0.970  -1.391
C -3.085 -1.507 -2.119  -1.259
H -5.152 -0.533 0.293  0.352
H -4.583 1.041 -0.302  0.405
H -4.255 0.551 1.375  0.446
H -3.196 -3.260 0.384  0.445
H -3.355 -2.243 1.831  0.426
H -1.748 -2.816 1.305  0.291
H -3.744 -2.366 -1.992  0.389
H -2.178 -1.802 -2.646  0.225
H -3.598 -0.738 -2.699  0.365
C 1.046 0.526 4.715  -0.512
C 2.137 0.661 3.866  -0.846
C 1.994 0.427 2.503  -0.115
C 0.776 0.069 1.896  0.609
C -0.293 -0.059 2.801  0.062
C -0.175 0.158 4.173  -0.829
H 1.150 0.700 5.780  0.352
H 3.105 0.945 4.268  0.360
H 2.883 0.547 1.885  0.491
H -1.276 -0.342 2.432  0.085
H -1.041 0.037 4.817  0.407

Properties
**LUMO level (spin up / spin down)**: 2.60 / 2.60 eV
**Total charge**: -1
**Maximum force**: 0.01523 Eh/bohr
**DFT total energy**: -3132.55289 a.u.
**2S+1**: 3
**Energy relative to the best compared isomer or geometry (same formula, charge and spin)**: 132.7 kJ/mol